# 1
The following is a quantum chemistry calculation of C4H12N2O in the gas phase at a distorted geometry, from OMol25.

As for the max |F|: 2.200 eV/A. The relative energy (zero: lowest compared OMol25 entry of this formula, charge and spin) is 54.0 kcal/mol. Its net charge is 0. For the total energy, the calculation gives -9368.8530 eV. As for the multiplicity: 1. Its SMILES is CNCCNCO.

Atoms and positions in Å:
C  -0.443236  -0.708567  0.699494
N  0.400217  0.356778  1.221233
C  -0.033827  0.728787  2.546097
O  0.954047  1.471307  3.265866
C  -0.385836  -0.923482  -0.850135
N  0.032436  0.279190  -1.567687
C  0.036277  0.136286  -3.022056
H  -0.058541  -1.661823  1.075279
H  -1.460266  -0.529876  1.075090
H  0.582855  1.157568  0.647072
H  -0.072341  -0.209073  3.124169
H  -1.078345  1.075523  2.495447
H  1.751684  1.037219  2.931412
H  -1.393658  -1.201983  -1.203666
H  0.347516  -1.709202  -1.120768
H  0.923101  0.570372  -1.199335
H  0.553949  -0.767016  -3.405336
H  -1.004795  -0.164810  -3.243169
H  0.348764  1.062803  -3.469007

Cartesian forces, eV/Å:
0.454 -0.091 -0.897
1.014 -0.374 0.442
0.425 -1.827 0.741
-0.802 0.430 -1.136
0.321 0.741 -0.087
-0.355 0.268 0.227
-1.165 -1.574 1.004
-0.375 0.118 0.523
-0.141 -0.333 -0.417
-0.603 0.243 -0.421
-0.515 -0.142 -0.362
0.502 1.100 0.607
0.158 0.260 0.271
0.456 -0.077 0.074
-0.519 -0.222 0.407
0.328 -0.013 -0.263
0.632 0.533 0.171
0.188 0.843 -0.421
-0.004 0.117 -0.462

Results of the natural (NBO) charge analysis, in e, for atoms 1 through 5: -0.2202 -0.6747 0.0998 -0.7107 -0.2169

---

# 2
The following is a quantum chemistry calculation of C8H9BrN2 in the gas phase at a distorted geometry, from OMol25.

As for the max |F|: 4.536 eV/A. The relative energy (zero: lowest compared OMol25 entry of this formula, charge and spin) is 28.9 kcal/mol. Its net charge is 0. For the total energy, the calculation gives -81462.8034 eV. As for the multiplicity: 1. Its SMILES is C/C(Br)=C/Nc1cccnc1.

Atoms and positions in Å:
C  -3.116670  0.468888  -0.941695
C  -2.354823  -0.516869  -0.304337
C  -2.544895  1.728347  -1.213069
C  -1.099967  0.033151  0.225895
C  -0.687790  1.323426  -0.042318
C  1.136859  -0.727971  1.131846
C  2.076744  -0.906503  0.216389
C  3.571963  -0.524887  0.449729
N  -1.362437  2.090161  -0.773340
N  -0.202652  -0.828496  0.926887
Br  1.549391  -1.143349  -1.628838
H  -4.103544  0.179882  -1.399913
H  -2.686436  -1.510381  -0.114998
H  -3.129186  2.333781  -1.808380
H  1.543047  -0.388196  2.147191
H  0.348736  1.535570  0.267632
H  3.894884  0.320842  -0.081791
H  4.145466  -1.478081  0.187836
H  3.541104  -0.255330  1.533112
H  -0.519795  -1.733987  1.222162

Cartesian forces, eV/Å:
-0.159 -1.121 -0.781
1.994 3.519 1.078
-0.513 -2.488 1.171
-0.533 -3.440 0.056
2.379 -2.970 1.766
2.289 1.350 1.209
1.298 1.686 -1.132
-2.000 -3.143 1.278
-1.580 3.591 -2.276
-2.478 -0.457 -0.053
0.282 -0.224 0.628
1.077 0.541 0.594
-0.058 -0.579 0.047
-0.749 1.806 -1.153
-0.727 -0.654 -1.140
-0.566 0.531 -0.069
0.279 0.913 -1.048
-0.228 1.615 0.631
0.785 -0.508 -0.698
-0.792 0.032 -0.109

Results of the natural (NBO) charge analysis, in e, for atoms 1 through 5: -0.2223 -0.2313 -0.0145 0.1725 -0.0242

---

# 3
The following is a quantum chemistry calculation of C6H10F3INO7S2 as an isolated structure at a distorted geometry, from OMol25.

As for the max |F|: 4.394 eV/A. Its net charge is -1. For the total energy, the calculation gives -60131.7748 eV. As for the multiplicity: 1.

Atoms and positions in Å:
C  5.726502  0.539158  -0.490698
C  4.638092  -0.396041  -1.006340
C  3.690915  0.174177  -2.056489
I  4.670478  1.466692  -3.504072
O  2.645539  0.813892  -1.355965
C  1.552168  1.057186  -2.099347
O  1.435914  1.947166  -2.818839
O  0.559986  0.158939  -1.906600
C  -0.542885  0.808402  -1.229336
C  -1.194096  -0.176025  -0.309590
F  -0.342455  -0.595595  0.666861
H  5.300180  1.356016  0.077851
H  6.420458  0.876944  -1.248923
H  6.314828  -0.028337  0.230360
H  5.063157  -1.344894  -1.310718
H  4.007738  -0.628433  -0.151886
H  3.318343  -0.653468  -2.646919
H  -0.193658  1.631662  -0.605095
H  -1.253113  1.237730  -1.927693
H  -1.450906  -1.039929  -0.923054
H  -2.130841  0.196108  0.088745
N  -4.805350  -1.443617  3.105439
S  -5.916619  -0.577526  3.836855
O  -7.260808  -0.808899  3.418032
O  -5.553864  0.762544  4.165350
F  -5.865890  -1.309801  5.253484
S  -4.607887  -1.059465  1.597883
O  -3.858732  -2.032967  0.869589
O  -4.302549  0.308516  1.304671
F  -6.064646  -1.240137  0.976446

Cartesian forces, eV/Å:
0.116 -0.737 0.566
0.251 0.684 0.316
0.376 -0.499 0.580
-0.064 -0.106 -0.007
0.818 -0.441 0.006
-0.932 -2.614 1.331
-0.024 3.577 -2.552
0.214 0.060 0.894
-0.189 0.258 0.833
-0.760 -0.697 -1.584
0.487 0.109 0.641
-0.066 0.422 -0.207
-0.079 0.220 -0.193
0.114 -0.042 0.094
0.112 -0.056 -0.497
-0.259 -0.140 0.026
-0.343 0.073 -0.284
0.408 0.129 -0.124
-0.125 -0.203 -0.298
-0.095 -0.301 0.125
-0.024 0.275 0.397
-0.251 0.269 -0.390
-0.714 0.337 1.590
0.064 -0.161 -0.360
0.326 0.057 -0.274
0.351 -0.215 -0.288
-0.010 -0.161 -1.455
0.385 -0.338 0.613
0.003 0.188 0.420
-0.090 0.053 0.078

Results of the natural (NBO) charge analysis, in e, for atoms 1 through 5: -0.6140 -0.4511 0.0257 0.0336 -0.5380

---

# 4
The following is a quantum chemistry calculation of CHClFNO in the gas phase at a distorted geometry, from OMol25.

As for the max |F|: 3.706 eV/A. The relative energy (zero: lowest compared OMol25 entry of this formula, charge and spin) is 6.4 kcal/mol. Its net charge is 0. For the total energy, the calculation gives -19829.4538 eV. As for the multiplicity: 1. Its SMILES is O=C(F)NCl.

Atoms and positions in Å:
C  0.684131  -0.392879  0.148316
N  -0.595605  0.343071  0.226122
O  1.028691  -1.493558  0.380187
F  1.481982  0.584057  -0.218848
Cl  -2.165379  -0.227869  -0.065940
H  -0.433821  1.187177  -0.469837

Cartesian forces, eV/Å:
-3.103 0.316 0.059
2.324 1.877 -2.193
-0.466 0.256 0.055
1.696 0.546 -0.222
0.226 -0.794 0.147
-0.678 -2.202 2.154

Results of the natural (NBO) charge analysis, in e, for atoms 1 through 5: 0.9618 -0.6969 -0.5237 -0.3191 0.1688